1.
DFT (wB97M-V/def2-TZVPD) results for a 3-piece molecular cluster, C4H12NS overall.

Element x y z (Å)
C 1.68 -2.48 -0.20
C 0.24 -2.32 -0.56
C -0.52 -3.29 -1.09
C -0.05 1.06 0.40
S 1.48 0.68 1.22
N -2.17 4.27 -0.18
H 1.83 -2.38 0.89
H 2.13 -1.55 -0.64
H 2.18 -3.32 -0.71
H -0.19 -1.44 -0.05
H -1.59 -3.27 -1.18
H -0.05 -4.28 -1.16
H 0.24 2.12 -0.08
H -0.87 1.17 1.20
H 1.67 1.77 2.12
H -2.78 4.77 0.54
H -1.62 3.49 0.09
H -1.62 4.98 -0.62

The charge is +1. The value obtained for the HOMO energy is -12.97 eV. The calculation puts the HOMO-LUMO gap at 3.6 eV. For the LUMO energy, the calculation gives -0.344 Ha.



2.
DFT (wB97M-V/def2-TZVPD) results for one molecule with the formula CH6NP.

Element x y z (Å)
C 1.23 0.13 -0.14
N -1.61 0.16 0.61
P -0.35 -0.78 -0.52
H 1.78 0.32 -1.10
H 2.01 -0.59 0.42
H 1.02 1.08 0.53
H -1.17 0.09 1.44
H -2.43 -0.43 0.48
H -0.49 0.02 -1.71

Its SMILES is CPN. The value obtained for the HOMO energy is -8.76 eV. The calculation puts the HOMO-LUMO gap at 9.8 eV. For the LUMO energy, the calculation gives 0.040 Ha.



3.
DFT (wB97M-V/def2-TZVPD) results for one molecule with the formula C3H5N5.

Element x y z (Å)
C -0.26 -1.04 0.01
C -0.88 -0.24 -0.97
C -0.58 1.26 -0.97
H 2.41 -0.94 1.54
H 1.22 -0.82 2.62
H -0.44 -2.10 0.11
H -1.70 -0.50 -1.50
H -2.22 1.46 -2.03
N 1.38 -1.25 1.80
N 0.50 -0.35 1.01
N -1.41 2.04 -1.53
N 0.74 1.60 -0.49
N 1.24 0.88 0.40

Its SMILES is [H]/N=c1\ccn(N)nn1. The value obtained for the HOMO energy is -8.81 eV. The calculation puts the HOMO-LUMO gap at 8.5 eV. For the LUMO energy, the calculation gives -0.012 Ha.



4.
DFT (wB97M-V/def2-TZVPD) results for a 2-piece molecular cluster, C2H3Cl3Si overall.

Element x y z (Å)
C 0.34 -0.03 0.96
C 1.53 -0.54 -1.37
Si -1.46 0.35 0.55
Cl 0.77 -1.15 2.06
Cl 3.15 -0.79 -0.99
Cl 1.30 0.77 -2.41
H -1.49 1.80 0.40
H -2.48 -0.08 1.51
H -1.65 -0.33 -0.72

The value obtained for the HOMO energy (alpha / beta) is -8.16 / -8.43 eV. The calculation puts the HOMO-LUMO gap (alpha / beta) at 7.1 / 7.1 eV. For the LUMO energy (alpha / beta), the calculation gives -0.039 / -0.049 Ha.



5.
DFT (wB97M-V/def2-TZVPD) results for C3H4N2O2 as an isolated structure.

Element x y z (Å)
N -0.81 0.94 0.66
C -0.66 -0.34 0.08
C 0.89 -0.20 0.06
C 0.47 1.28 0.21
O -1.52 -1.37 0.22
O 2.04 -0.79 0.43
N 0.23 -0.14 -1.13
H -1.91 -1.58 -0.64
H 2.18 -1.54 -0.17
H -1.63 1.52 0.52
H 0.73 2.23 -0.23

The value obtained for the HOMO energy is -8.40 eV. The calculation puts the HOMO-LUMO gap at 9.1 eV. For the LUMO energy, the calculation gives 0.025 Ha.



6.
DFT (wB97M-V/def2-TZVPD) results for a 6-piece molecular cluster, H12O5S2 overall.

Element x y z (Å)
S -2.16 -0.80 -0.55
S -2.86 0.69 0.91
H -1.08 -1.14 0.19
H -1.72 1.07 1.54
H 0.52 -2.36 0.92
H 1.27 -1.83 -0.37
O 1.23 -2.59 0.30
H 3.41 -0.38 -0.84
H 3.32 -1.51 0.24
O 3.70 -0.67 0.05
H 1.00 0.86 -2.06
H 1.24 -0.43 -2.87
O 1.39 -0.03 -2.00
H 2.27 0.44 1.45
H 1.65 1.89 1.66
O 1.48 0.98 1.72
H 0.63 1.51 -0.31
H 0.18 3.10 -0.26
O 0.67 2.36 -0.70

Its SMILES is SS.O.O.O.O.O. The value obtained for the HOMO energy is -9.01 eV. The calculation puts the HOMO-LUMO gap at 8.7 eV. For the LUMO energy, the calculation gives -0.011 Ha.



7.
DFT (wB97M-V/def2-TZVPD) results for one molecule with the formula C2H4N2OS2.

Element x y z (Å)
C 0.86 0.18 0.23
C -0.18 -0.09 1.31
H -0.25 3.00 0.22
H 1.17 1.56 -1.17
H -0.01 -0.04 2.36
H -2.95 -1.22 -0.48
N 0.63 1.32 -0.37
N -1.37 -0.50 1.01
O -0.58 2.03 -0.16
S 2.17 -0.82 -0.19
S -1.68 -0.80 -0.65

Its SMILES is ONC(=S)/C=N\S. The value obtained for the HOMO energy is -8.65 eV. The calculation puts the HOMO-LUMO gap at 8.8 eV. For the LUMO energy, the calculation gives 0.004 Ha.



8.
DFT (wB97M-V/def2-TZVPD) results for C23H24IrN6OS2Si as an isolated structure.

Element x y z (Å)
Ir 0.24 -0.07 -0.27
N 1.86 0.33 3.52
C 1.62 0.30 2.22
O 0.54 -0.14 1.78
C 2.64 0.82 1.24
C 2.30 0.24 -0.14
H 1.16 -0.03 4.17
H 2.71 0.71 3.91
H 3.65 0.55 1.55
H 2.57 1.91 1.23
H 2.75 -0.75 -0.25
H 2.70 0.89 -0.92
C -4.51 -1.63 -4.82
Si -4.16 -0.02 -3.88
C -4.50 1.60 -4.81
C -5.10 -0.01 -2.22
C -2.24 -0.03 -3.61
C -1.41 -0.03 -4.73
C -0.03 -0.05 -4.59
C 0.51 -0.07 -3.32
N -0.25 -0.06 -2.23
C -1.60 -0.04 -2.39
S -2.51 0.02 -0.81
H -5.58 -1.72 -5.02
H -4.22 -2.51 -4.26
H -4.01 -1.66 -5.78
H -5.56 1.71 -5.01
H -3.99 1.64 -5.77
H -4.19 2.48 -4.25
H -6.17 -0.01 -2.41
H -4.88 0.87 -1.63
H -4.88 -0.89 -1.62
H -1.86 0.00 -5.72
H 0.61 -0.05 -5.45
H 1.58 -0.10 -3.16
S -8.02 -0.02 0.70
N -6.95 1.18 0.80
C -5.75 0.71 1.07
C -4.52 1.46 1.10
C -4.33 2.79 0.67
C -3.07 3.24 0.32
C -1.88 2.52 0.10
N -1.60 1.27 -0.25
C -3.51 0.63 1.58
C -3.52 -0.64 1.68
N -1.62 -1.19 -0.11
C -1.86 -2.48 0.11
C -3.04 -3.20 0.26
C -4.31 -2.72 0.59
C -4.51 -1.49 1.20
C -5.77 -0.75 1.16
N -6.97 -1.23 0.95
H -5.17 3.46 0.65
H -2.95 4.31 0.22
H -0.98 3.12 0.16
H -0.94 -3.07 0.13
H -2.94 -4.28 0.15
H -5.18 -3.34 0.44

The charge is +2. The value obtained for the HOMO energy (alpha / beta) is -12.81 / -13.64 eV. The expectation value of S² is 1.053. The calculation puts the HOMO-LUMO gap (alpha / beta) at 5.1 / 5.7 eV. For the LUMO energy (alpha / beta), the calculation gives -0.285 / -0.291 Ha. Its spin multiplicity is 2.



Largest force on an atom readings, ordered: 6.68; 5.95; 6.94; 1.37; 2.35; 2.97; 4.28; 4.26 eV/Å
Total energy readings, ordered: -16653.512; -11911.913; -10637.524; -47560.720; -10245.828; -32102.361; -28833.555; -67593.824 eV